# 1
Computed, not measured: a 3-piece molecular cluster, C5H14O3 overall, with ωB97M-V/def2-TZVPD.

Values from the calculation:
Energy above the lowest of the compared OMol25 structures with the same formula, charge and spin (kcal/mol): 38.7
E_tot (eV): -11552.448
Spin multiplicity: 1
SMILES: CC(C)CC=O.O.O

Structure (XYZ):
```
22
Properties=species:S:1:pos:R:3:forces:R:3
O -2.144619 2.005584 2.547953 2.19 -0.25 -0.29
O 2.348003 -1.401024 3.114803 -3.08 -2.46 3.31
O -0.731861 -2.060374 0.666348 -2.32 -0.85 -1.06
C -1.104344 1.163922 -1.034850 -0.28 1.71 -0.36
C 0.780604 -0.508392 -0.513626 -2.18 -0.32 -3.83
C 0.262153 -1.445025 0.507240 3.66 0.81 2.42
C 0.104576 0.144109 -2.878488 -2.83 -1.55 0.82
C -0.469077 -0.075857 -1.465516 2.10 -2.17 -1.79
H -0.573308 0.425262 -3.635053 -1.90 0.74 -0.46
H -2.735553 1.848948 3.244437 -2.21 -0.10 1.25
H 1.310234 0.306033 -0.043336 -0.21 0.46 0.32
H -2.105903 1.241469 -1.439018 -0.23 0.28 -0.04
H -0.517265 2.069654 -1.326745 -0.37 -0.65 -0.09
H -1.181210 -0.942964 -1.623169 0.72 0.88 1.06
H 2.296774 -2.090194 3.900072 -0.72 2.03 -2.23
H 0.987613 -1.457394 1.348331 0.05 -0.33 0.04
H -1.359737 1.677017 3.033701 0.05 0.34 -0.97
H 1.546253 -0.922362 -1.250365 -0.84 -0.18 1.32
H 0.708761 0.929272 -2.845120 3.38 3.09 0.07
H 3.251018 -1.446367 3.064454 3.91 0.45 -0.93
H 0.467314 -0.683476 -3.382146 1.64 -2.01 -0.26
H -1.140422 1.222150 0.010091 -0.53 0.07 1.71
```
Positions in Å, forces in eV/Å.

Results of the natural (NBO) charge analysis, in e, for atoms 1 through 8: -0.92 -0.92 -0.52 -0.61 -0.53 0.44 -0.61 -0.21



# 2
Computed, not measured: a 2-piece molecular cluster, H3NO3Si overall, with ωB97M-V/def2-TZVPD.

Values from the calculation:
Energy above the lowest of the compared OMol25 structures with the same formula, charge and spin (kcal/mol): 70.6
E_tot (eV): -15554.070
Spin multiplicity: 1
SMILES: O=[SiH2].O=NO

Structure (XYZ):
```
8
Properties=species:S:1:pos:R:3:forces:R:3
Si -1.578077 0.291634 0.535298 -1.64 -1.38 3.46
O -1.245614 -1.043801 -0.049961 -0.43 -0.97 -0.62
O 2.091054 -0.340207 -1.215283 0.52 1.84 -2.76
O 1.712695 -0.629555 0.923785 1.13 -0.18 -2.21
N 1.263924 -0.491875 -0.170428 -2.49 0.97 1.47
H -2.250798 0.501649 1.949729 0.70 -0.44 -1.21
H -1.518039 1.556143 0.047790 0.51 2.52 -1.56
H 1.524853 0.156012 -2.020927 1.71 -2.36 3.42
```
Positions in Å, forces in eV/Å.

Atom-resolved charges from natural (NBO), all expressed in e: 1.64 -1.13 -0.53 -0.30 0.33 -0.25 -0.27 0.50



# 3
Computed, not measured: one molecule with the formula C15H26N4OS, with ωB97M-V/def2-TZVPD.

Values from the calculation:
Energy above the lowest of the compared OMol25 structures with the same formula, charge and spin (kcal/mol): 3.3
E_tot (eV): -34821.175
Spin multiplicity: 1
SMILES: CCN(CC)CCCNC(=O)CSc1nc(C)cc(C)n1

Structure (XYZ):
```
47
Properties=species:S:1:pos:R:3:forces:R:3
S -1.922116 -1.787192 -2.104250 0.06 -0.39 -0.21
O 0.460230 -4.164821 -0.895365 0.29 -0.26 -0.33
N -0.216198 -2.638117 0.636241 0.07 0.25 0.37
N 2.435007 0.596638 -0.596342 0.06 0.10 -0.05
N -2.361315 -0.828141 0.341715 -0.10 -0.04 -0.01
N -2.737791 0.596496 -1.504600 0.05 -0.04 -0.51
C -3.113551 1.570151 -0.690781 -0.01 -0.05 0.43
C 1.709427 -0.629179 -0.336777 -0.11 -0.07 0.26
C 4.649163 1.353983 -1.360969 -0.07 -0.17 0.23
C 1.583102 -1.039665 1.142363 -0.02 -0.15 -0.37
C -3.492931 2.870239 -1.314201 -0.01 0.03 -0.02
C -2.386183 -0.557454 -0.958515 -0.03 -0.05 0.37
C 1.062581 -2.469427 1.283654 0.23 0.02 0.14
C -0.379371 -3.412781 -0.449999 -0.59 0.00 0.10
C -3.144039 1.376490 0.691741 0.08 -0.23 -0.16
C 1.867289 1.788349 0.007723 -0.08 0.06 -0.10
C -2.685411 -0.169394 2.635419 -0.02 0.06 0.01
C 0.422080 2.036039 -0.406583 0.26 -0.04 0.11
C -1.770078 -3.285533 -1.065562 0.10 0.38 -0.27
C -2.742698 0.139260 1.174430 -0.18 0.38 -0.08
C 3.867266 0.499346 -0.365914 0.08 0.15 -0.19
H 2.214354 -1.429830 -0.883449 -0.08 -0.03 -0.03
H -1.938822 -4.117130 -1.747598 0.03 0.02 0.08
H 4.347836 1.100306 -2.373159 -0.01 -0.02 -0.11
H -0.956536 -1.971110 0.848482 0.05 -0.26 -0.14
H -3.577366 0.199566 3.136224 -0.03 0.01 0.10
H 5.714542 1.167342 -1.250795 0.16 0.06 -0.01
H -3.455048 2.162322 1.360463 -0.04 0.10 0.08
H -4.493646 3.161731 -1.001000 -0.06 0.08 0.01
H -1.821150 0.323753 3.080442 0.05 0.02 0.07
H 1.935107 1.764217 1.112038 0.05 0.04 -0.07
H 1.750354 -3.175034 0.811204 -0.03 0.05 0.13
H 0.713280 -0.525295 -0.772398 0.01 -0.14 -0.02
H 4.163096 -0.542692 -0.503715 -0.01 -0.01 0.08
H 2.560390 -0.977045 1.624356 0.02 0.05 0.10
H -0.256248 1.339277 0.078932 -0.14 -0.09 0.03
H 4.469880 2.414000 -1.203113 0.02 0.13 -0.02
H 4.139685 0.793616 0.662636 0.00 -0.12 -0.02
H -2.594539 -1.241017 2.791355 -0.02 -0.03 0.02
H -2.548247 -3.239887 -0.306303 -0.01 -0.09 -0.01
H -3.458803 2.777066 -2.395082 -0.01 0.03 -0.04
H 0.317834 1.930147 -1.482813 -0.05 -0.01 -0.15
H 2.469808 2.632820 -0.334705 0.00 0.00 0.12
H 0.128613 3.044385 -0.122475 -0.08 0.08 0.04
H 0.965778 -2.727180 2.345065 0.10 -0.05 -0.11
H -2.798991 3.647274 -0.997734 0.02 0.10 0.01
H 0.904379 -0.356887 1.659716 0.02 0.10 0.11
```
Positions in Å, forces in eV/Å.

Results of the natural (NBO) charge analysis, in e, for atoms 1 through 8: 0.32 -0.63 -0.65 -0.45 -0.56 -0.49 0.30 -0.22



# 4
Computed, not measured: C9H21BClF8NbO7P3S2 as an isolated structure, with ωB97M-V/def2-TZVPD.

Values from the calculation:
E_tot (eV): -110036.871
Total charge: -1
Spin multiplicity: 1

Structure (XYZ):
```
53
Properties=species:S:1:pos:R:3:forces:R:3
Nb 1.531997 -0.948586 -0.973222 -0.19 -5.23 -1.09
Cl 4.227046 -0.548118 -3.689250 0.03 0.31 0.15
S 1.913674 1.891248 1.626866 0.06 0.15 0.35
S 5.220515 -1.859070 -0.413728 -0.09 -0.37 -0.01
P 0.724336 1.270188 0.153097 0.78 -0.05 -0.10
P 3.753886 -0.770510 0.375450 0.52 0.50 -0.27
P 2.610938 0.442121 -2.884917 -0.42 0.04 0.35
F -3.245880 3.126075 5.590255 -0.08 0.04 0.23
F -5.402541 4.436482 4.468293 -0.07 -0.03 0.02
F -2.515745 5.880461 0.180983 0.01 0.01 0.13
F -2.775895 4.925621 4.452730 -0.09 -0.09 0.59
F -4.617765 3.951606 2.481052 -0.53 -0.33 0.33
F -0.676503 3.951635 0.683497 0.10 0.33 -0.23
F -3.181112 5.820282 2.273282 0.40 0.51 -0.61
F -2.752413 3.332938 0.984374 0.23 0.02 -0.24
O 3.195507 1.847527 -2.204065 0.49 -0.64 0.07
O -1.343481 -3.385589 0.425114 0.29 -1.58 0.14
O 0.542050 -1.998960 0.499198 1.83 1.29 -1.03
O -2.340195 2.899248 3.618096 -0.08 -0.11 -0.34
O -1.604740 -1.115577 0.033515 -0.30 1.08 0.15
O 2.068170 -2.578513 -2.011219 -1.14 2.67 1.25
O 1.899571 -5.579765 -2.913068 0.19 -0.53 -0.10
C -1.326771 3.529920 2.858365 0.64 -0.24 -0.01
C 1.239132 -4.853979 -3.912217 -0.54 -0.19 -0.11
C 2.194560 -3.785569 -1.294591 0.58 -0.23 -0.51
C -3.194566 3.648993 4.345426 0.16 0.10 0.02
C -2.139542 5.563032 1.446092 -0.03 0.19 -0.14
C -4.609289 3.581241 3.775327 -0.33 0.06 -0.01
C -0.197703 -4.606766 -3.552743 0.55 0.15 0.21
C 2.811819 -4.813574 -2.178496 -0.30 -0.43 0.37
C -1.750825 4.087633 1.493128 -0.29 -0.47 0.38
B -0.768560 -2.168925 0.312208 -0.09 0.28 0.28
H 2.843721 -3.687926 -0.449739 0.57 0.46 0.66
H -0.797333 4.275575 3.448056 -0.05 0.14 -0.07
H 0.675568 2.251592 -0.857202 -0.57 0.17 0.09
H -5.000292 2.566444 3.864945 0.00 -0.01 0.02
H 1.256276 -4.124434 -0.930683 -1.07 -0.29 0.34
H -0.603345 2.741701 2.646314 0.03 -0.01 -0.08
H -0.004015 -0.867325 -1.980117 0.19 0.90 0.20
H 1.232083 -5.450788 -4.795803 0.26 -0.61 -0.88
H 3.486717 -1.222416 1.682428 -0.01 0.43 0.20
H -0.597579 -3.768134 -4.071280 -0.44 0.64 -0.58
H 1.738260 -3.945490 -4.156512 0.59 0.84 0.04
H 3.366308 -5.489767 -1.567788 0.35 -0.76 0.47
H -2.212495 -1.348916 -0.660171 -0.48 0.11 -0.30
H -0.748524 -5.485213 -3.754791 -0.90 -0.91 -0.27
H 4.201635 0.548621 0.456760 -0.12 0.13 0.50
H 2.567206 2.519885 -2.444413 -0.16 0.69 -0.28
H -2.284059 -3.273411 0.416054 -0.73 -0.22 0.02
H -0.275369 -4.424777 -2.510478 -0.14 0.36 1.03
H -1.288540 6.189043 1.728216 -0.04 0.00 0.00
H 3.516330 -4.322286 -2.803520 0.74 0.53 -0.82
H -0.562231 1.145273 0.690892 -0.32 0.19 -0.49
```
Positions in Å, forces in eV/Å.

Results of the natural (NBO) charge analysis, in e, for atoms 1 through 8: 1.36 -0.28 -0.72 -0.68 0.30 0.28 0.60 -0.33



Number 3 is which compound?
C15H26N4OS



Repeat the first record exactly.
Computed, not measured: a 3-piece molecular cluster, C5H14O3 overall, with ωB97M-V/def2-TZVPD.

Values from the calculation:
Energy above the lowest of the compared OMol25 structures with the same formula, charge and spin (kcal/mol): 38.7
E_tot (eV): -11552.448
Spin multiplicity: 1
SMILES: CC(C)CC=O.O.O

Structure (XYZ):
```
22
Properties=species:S:1:pos:R:3:forces:R:3
O -2.144619 2.005584 2.547953 2.19 -0.25 -0.29
O 2.348003 -1.401024 3.114803 -3.08 -2.46 3.31
O -0.731861 -2.060374 0.666348 -2.32 -0.85 -1.06
C -1.104344 1.163922 -1.034850 -0.28 1.71 -0.36
C 0.780604 -0.508392 -0.513626 -2.18 -0.32 -3.83
C 0.262153 -1.445025 0.507240 3.66 0.81 2.42
C 0.104576 0.144109 -2.878488 -2.83 -1.55 0.82
C -0.469077 -0.075857 -1.465516 2.10 -2.17 -1.79
H -0.573308 0.425262 -3.635053 -1.90 0.74 -0.46
H -2.735553 1.848948 3.244437 -2.21 -0.10 1.25
H 1.310234 0.306033 -0.043336 -0.21 0.46 0.32
H -2.105903 1.241469 -1.439018 -0.23 0.28 -0.04
H -0.517265 2.069654 -1.326745 -0.37 -0.65 -0.09
H -1.181210 -0.942964 -1.623169 0.72 0.88 1.06
H 2.296774 -2.090194 3.900072 -0.72 2.03 -2.23
H 0.987613 -1.457394 1.348331 0.05 -0.33 0.04
H -1.359737 1.677017 3.033701 0.05 0.34 -0.97
H 1.546253 -0.922362 -1.250365 -0.84 -0.18 1.32
H 0.708761 0.929272 -2.845120 3.38 3.09 0.07
H 3.251018 -1.446367 3.064454 3.91 0.45 -0.93
H 0.467314 -0.683476 -3.382146 1.64 -2.01 -0.26
H -1.140422 1.222150 0.010091 -0.53 0.07 1.71
```
Positions in Å, forces in eV/Å.

Results of the natural (NBO) charge analysis, in e, for atoms 1 through 8: -0.92 -0.92 -0.52 -0.61 -0.53 0.44 -0.61 -0.21